[1]
Here is a 9-piece molecular cluster, C23H64O13 overall at a distorted geometry from the Open Molecules 2025 dataset. Energies are from wB97M-V/def2-TZVPD.

Each line ends with the Mulliken charge.
Geometry (Å):
1 O -0.00723 -0.27789 6.99788  -0.62
2 O -4.28123 -1.79189 3.05388  -0.53
3 O 0.36677 1.29411 3.68988  -0.37
4 O 0.64877 -3.58689 1.03488  -0.62
5 O 4.55577 -0.64189 -4.59612  -0.56
6 O -0.18423 -0.78189 1.57088  0.02
7 O -1.64823 5.23711 -3.37812  -0.60
8 O 0.85277 -5.40589 -1.12012  -0.58
9 O 1.23077 -0.26389 -3.32412  -0.49
10 O -3.84423 3.85111 -2.41212  -0.64
11 O -0.34323 5.46711 -0.00312  -0.47
12 O 2.05077 3.10311 -0.70412  -0.56
13 O -0.09523 1.35211 -1.30312  -0.12
14 C 4.16877 2.54411 0.13988  -1.50
15 C 0.07877 1.21611 5.08588  -0.73
16 C -0.04823 -0.23789 5.52988  0.16
17 C 1.75777 -3.60889 1.96488  0.31
18 C 2.66177 -0.72489 -3.39512  -0.45
19 C 3.57377 2.60711 -2.37112  -1.96
20 C -3.25323 0.32011 3.10388  -0.54
21 C 2.96377 -3.06689 1.31088  -1.03
22 C -3.47423 2.49611 -2.02812  1.71
23 C -4.07023 2.25911 -0.66312  -2.22
24 C 1.96377 -5.14089 2.28188  -2.52
25 C 0.44777 0.03811 0.56888  0.52
26 C -0.62223 -3.81289 -2.30512  -1.22
27 C 3.11577 2.29011 -0.89512  1.98
28 C -1.29323 5.66211 -1.07812  -0.17
29 C -0.72623 5.19111 -2.22812  -0.20
30 C -0.68323 0.42711 -0.40512  -0.23
31 C 0.74977 -4.59189 -2.24112  0.62
32 C 0.82477 -5.53089 -3.43612  -1.25
33 C -4.14623 -1.03289 5.28988  -1.39
34 C 3.14977 -0.40489 -4.71312  -0.50
35 C -3.49623 -1.04789 3.88788  0.54
36 C -4.09823 1.54111 -2.96512  -2.28
37 H 0.05377 2.19711 3.59988  0.27
38 H 0.40477 5.87411 -0.41212  0.28
39 H -2.50823 0.92311 3.64488  0.16
40 H 0.94577 -4.76489 -4.34212  0.25
41 H -3.44023 2.59711 -0.06812  0.61
42 H 0.22777 5.62011 -2.46812  0.56
43 H -3.91723 -2.54389 3.30888  0.38
44 H 0.62677 -0.71389 -4.05412  0.23
45 H -2.67323 0.07611 2.18888  -0.13
46 H 0.21377 -2.74689 1.21188  0.10
47 H 0.53677 0.89611 -1.77212  0.04
48 H -3.69223 1.84911 -3.79312  0.58
49 H -5.19223 1.59811 -3.04512  0.36
50 H -0.68723 -3.29489 -3.28112  0.32
51 H -2.45223 2.44711 -2.21712  -0.08
52 H 2.75077 2.46111 -2.97912  0.35
53 H -4.25223 0.71811 2.87988  0.43
54 H -4.96423 2.39311 -0.43312  0.96
55 H 0.72377 1.03811 1.17288  0.00
56 H -0.17923 -6.09389 -3.69112  0.28
57 H 1.34877 -5.74089 2.54988  0.98
58 H 1.68677 -3.17989 2.85688  0.76
59 H 4.40977 3.62311 0.04588  0.34
60 H -0.03623 -1.17489 7.48488  0.31
61 H 0.90077 -0.69589 5.48688  0.31
62 H -2.35223 5.24111 -0.77512  0.19
63 H 5.23077 1.99111 -0.23612  0.30
64 H 3.97977 3.45711 -2.71912  0.65
65 H -0.41023 4.09711 -2.18912  -0.06
66 H 4.01377 2.09511 1.20988  0.22
67 H -5.12723 -0.66189 5.51188  0.36
68 H -1.20423 5.29011 -4.26912  0.29
69 H 3.36977 -3.76089 0.64488  0.36
70 H -0.71823 1.93011 5.20588  0.43
71 H -0.88623 -3.20089 -1.48212  0.13
72 H 2.98977 0.68211 -4.87312  0.23
73 H 2.53377 -0.86989 -5.46612  0.42
74 H -4.04323 0.58211 -2.68012  0.51
75 H -0.96423 -0.72489 5.14588  -0.22
76 H -4.25523 -2.04189 5.56688  0.39
77 H -3.91323 1.09611 -0.39812  0.18
78 H 4.87377 -1.58889 -4.45912  0.33
79 H -1.45023 -4.41089 -2.26112  0.51
80 H -1.47823 0.75611 0.38988  -0.38
81 H 2.94577 -1.86289 0.92188  -0.05
82 H 2.62777 -1.74489 -3.17312  0.32
83 H 3.90777 -3.21289 1.94288  0.42
84 H -2.51823 -1.60789 4.01888  0.11
85 H 1.33277 2.51411 -0.85312  0.14
86 H 2.77077 1.27411 -0.63212  -0.67
87 H -1.47423 6.89811 -1.05212  0.20
88 H -1.25123 -0.37989 -0.79412  0.34
89 H 1.23777 -0.36189 -0.04812  -0.15
90 H -0.16623 -0.35089 2.28488  0.01
91 H -3.44723 -0.65189 6.13688  0.23
92 H 2.22477 -5.61489 1.50588  0.75
93 H 4.21677 1.91611 -2.76512  0.61
94 H 3.18977 -0.42489 -2.59812  0.51
95 H -3.18023 4.13411 -3.04112  0.38
96 H 2.79477 -5.54589 2.96188  0.38
97 H 0.88477 1.83411 5.53188  0.39
98 H 1.50577 -4.03389 -2.26612  0.34
99 H 1.63477 -6.29989 -3.37512  0.37
100 H 0.89277 -4.74389 -0.39412  0.34

Properties
- lowest unoccupied orbital energy (hartree) = 0.0100
- electronic energy (Ha) = -1892.2159
- relative energy (zero: lowest compared OMol25 entry of this formula, charge and spin) (kJ/mol) = 1493.1
- largest force on an atom (eV/A) = 11.74
- frontier orbital gap (eV) = 9.709
- HOMO (eV) = -9.4

***

[2]
Here is C23H66CrF3O22S as an isolated structure at a distorted geometry from the Open Molecules 2025 dataset. Energies are from wB97M-V/def2-TZVPD.

Each line ends with the Mulliken charge.
Geometry (Å):
1 Cr -14.34375 24.03755 2.59231  -0.11
2 S -12.90813 21.82755 5.05903  0.01
3 F -12.56521 19.46364 3.83575  -0.09
4 F -11.38669 21.00871 2.96356  -0.18
5 F -10.80151 20.14154 4.84537  -0.11
6 O -14.81466 16.88837 1.78653  -0.56
7 O -13.84288 19.66606 9.43722  -0.43
8 O -7.23899 19.58021 -0.35805  -0.53
9 O -14.33890 24.33554 0.29059  -0.26
10 O -14.67196 24.75263 7.39356  -0.71
11 O -9.75617 22.80764 7.37496  -0.51
12 O -12.48076 21.86944 8.60810  -0.64
13 O -14.08407 21.20723 5.74940  -0.28
14 O -16.37793 19.11762 2.05175  -0.67
15 O -16.85092 20.49659 10.29039  -0.48
16 O -9.68839 23.51710 3.17353  -0.55
17 O -15.35058 17.06223 4.74822  -0.42
18 O -7.78111 25.75714 4.04271  -0.55
19 O -15.50537 22.19606 2.14555  -0.04
20 O -11.95910 22.44853 5.97948  -0.23
21 O -14.69072 17.88085 7.43946  -0.52
22 O -15.88702 20.38518 7.60970  -0.40
23 O -7.34109 19.87970 9.13221  -0.52
24 O -16.38907 24.93270 2.17337  -0.27
25 O -15.44572 24.22061 4.75889  0.59
26 O -12.08958 23.88068 1.95958  -0.10
27 O -13.41355 22.74708 3.97601  1.23
28 C -12.04538 23.60626 0.59494  -0.37
29 C -7.08996 20.44955 7.87012  -0.49
30 C -11.85230 20.50123 4.14624  -0.15
31 C -16.25903 21.63717 8.17235  0.60
32 C -15.08943 15.92623 3.93170  -0.38
33 C -12.93268 18.64792 8.98970  -0.71
34 C -17.30280 24.86086 3.29463  -0.73
35 C -14.10927 16.17666 2.80492  -0.43
36 C -10.28798 22.91824 8.64101  -1.00
37 C -7.48253 20.62774 0.48682  -0.46
38 C -13.28655 18.22666 7.56382  0.47
39 C -13.01283 24.53847 -0.12445  -0.68
40 C -9.03252 20.65385 0.57731  -0.43
41 C -12.96396 25.96657 6.21781  -0.85
42 C -15.94315 19.99906 3.07553  -0.10
43 C -8.09461 19.86162 6.87243  -0.28
44 C -9.18248 25.71277 4.18048  -0.83
45 C -11.11164 21.73168 9.15027  0.24
46 C -9.77377 24.26716 4.35465  0.78
47 C -17.30299 21.43417 9.30181  -0.83
48 C -13.46290 25.46199 7.58986  0.15
49 C -16.53615 25.16604 4.56946  -0.54
50 C -16.46802 21.45453 2.94420  -0.36
51 H -16.16639 26.18735 4.47830  0.24
52 H -9.24445 23.73563 5.14547  0.30
53 H -17.11683 25.19850 5.49134  0.47
54 H -12.81663 25.20372 5.45331  -0.22
55 H -15.31373 16.20487 1.33336  0.30
56 H -9.42327 22.87649 9.30330  0.52
57 H -7.86592 18.81252 6.68488  0.50
58 H -7.10999 21.50375 -0.04415  0.31
59 H -17.13426 20.74711 11.17275  0.27
60 H -12.26059 22.54053 0.51748  0.23
61 H -12.40924 21.98471 7.65773  0.27
62 H -7.48975 19.85632 -1.24263  0.31
63 H -14.62900 15.13929 4.52905  0.36
64 H -6.90774 20.68581 1.41113  0.33
65 H -13.32322 16.85226 3.14225  0.05
66 H -17.81662 23.90389 3.20344  0.23
67 H -7.97493 20.35999 5.91045  0.15
68 H -10.42226 22.82923 6.68398  0.50
69 H -14.98654 24.52428 8.27134  0.25
70 H -13.05717 18.90233 6.73983  -0.42
71 H -12.69579 24.79823 7.98869  -0.20
72 H -12.71378 17.33750 7.30034  0.50
73 H -16.44578 21.95800 3.91070  0.01
74 H -11.23561 23.58622 2.28459  -0.21
75 H -9.10885 20.12017 7.17671  -0.19
76 H -15.13812 24.41443 5.64738  -0.39
77 H -13.52961 26.29661 8.28776  0.50
78 H -11.25561 21.72875 10.23072  0.42
79 H -10.79237 24.27563 4.74256  -0.70
80 H -9.41087 19.91882 1.28773  0.19
81 H -17.39694 21.57193 2.38614  0.40
82 H -6.05584 20.44250 7.52568  0.40
83 H -16.03280 15.47792 3.61997  0.31
84 H -15.36567 22.14215 8.53978  -0.26
85 H -13.62321 15.26529 2.45670  0.40
86 H -13.01448 17.79935 9.66892  0.37
87 H -17.61206 22.32601 9.84697  0.40
88 H -6.82513 19.07021 9.14229  0.30
89 H -11.88669 18.95054 9.03902  0.10
90 H -9.78214 26.23162 3.43261  0.35
91 H -10.65641 20.76396 8.93959  -0.16
92 H -12.66104 25.56930 -0.08296  0.39
93 H -13.48268 20.48029 9.07821  0.44
94 H -9.46690 21.64132 0.73321  -0.09
95 H -7.24425 21.51422 8.04556  0.14
96 H -12.88020 24.18817 -1.14807  0.36
97 H -15.38390 21.79382 1.28239  0.13
98 H -16.27393 17.32459 4.73468  0.22
99 H -16.65684 22.33771 7.43811  0.06
100 H -14.90433 24.69637 -0.39620  0.23
101 H -11.98886 26.42350 6.38666  0.42
102 H -9.46318 20.48126 -0.40902  0.38
103 H -14.76238 17.63142 6.51520  0.39
104 H -14.87696 19.97562 3.30092  0.01
105 H -16.37566 19.58791 3.98766  0.12
106 H -18.10551 25.57581 3.11405  0.53
107 H -8.80728 23.13849 3.12983  0.28
108 H -7.57534 26.68914 3.93963  0.33
109 H -9.43350 26.16173 5.14148  0.39
110 H -10.99504 23.58178 0.30463  0.43
111 H -13.57408 26.76461 5.79474  0.40
112 H -18.24479 21.00595 8.95868  0.27
113 H -15.72500 18.41651 2.11269  0.52
114 H -10.74707 23.89920 8.76363  0.06
115 H -15.27017 20.64866 6.92292  0.53
116 H -16.97852 25.29774 1.50937  0.24

Properties
- lowest unoccupied orbital energy (spin up / spin down) (hartree) = -0.0087 / -0.0122
- electronic energy (Ha) = -4313.1992
- ⟨S²⟩ = 8.752
- largest force on an atom (eV/A) = 4.39
- frontier orbital gap (spin up / spin down) (eV) = 4.845 / 7.729
- HOMO (spin up / spin down) (eV) = -5.1 / -8.1
- spin multiplicity = 6

***

Short version: molecular weight = 548.752 835.816 Da, in the order given.